Entry 1:
Here is a structure of composition C40H52BIN3O5P2Ti from OMol25. Energies are from the ωB97M-V functional and the def2-TZVPD basis.

Properties
Orbital gap ... 5.37 eV
Energy above the lowest of the compared OMol25 structures with the same formula, charge and spin ... 26.0 kJ/mol
M ... 902.40 Da
Net charge ... -1
HOMO ... -4.0037 eV

Element x y z (Å)
Ti (0.406, 0.026, 0.138)
C (-2.587, -0.336, 3.398)
C (-1.714, -1.472, 3.953)
C (-1.872, -1.549, 5.473)
C (-2.233, -2.778, 3.345)
P (0.004, -1.075, 3.288)
C (0.314, 0.554, 4.117)
N (0.194, 1.658, 3.186)
B (0.102, 1.695, 1.732)
N (0.013, 3.110, 1.450)
C (-0.144, 3.704, 0.148)
P (-0.630, 2.375, -1.039)
C (-2.500, 2.343, -1.054)
C (-2.949, 1.125, -1.881)
C (-2.940, 2.150, 0.403)
C (-3.190, 3.597, -1.594)
C (0.049, 3.177, -2.610)
C (-0.497, 2.485, -3.860)
C (1.589, 3.025, -2.526)
C (-0.243, 4.683, -2.731)
C (0.039, 3.851, 2.617)
C (-0.027, 5.217, 2.831)
C (0.022, 5.677, 4.146)
C (0.139, 4.791, 5.210)
C (0.209, 3.416, 4.996)
C (0.154, 2.953, 3.692)
C (1.321, -2.138, 4.104)
C (1.141, -3.593, 3.662)
C (1.400, -2.078, 5.631)
C (2.650, -1.643, 3.510)
H (-3.629, -0.518, 3.678)
H (-2.534, -0.306, 2.309)
H (-2.304, 0.645, 3.788)
H (-2.939, -1.563, 5.716)
H (-1.431, -0.702, 6.000)
H (-1.437, -2.463, 5.874)
H (-3.300, -2.875, 3.563)
H (-1.735, -3.655, 3.757)
H (-2.123, -2.790, 2.262)
H (1.311, 0.556, 4.568)
H (-0.394, 0.700, 4.937)
H (0.796, 4.140, -0.204)
H (-0.892, 4.504, 0.164)
H (-2.381, 0.224, -1.650)
H (-2.869, 1.289, -2.954)
H (-3.996, 0.909, -1.654)
H (-2.539, 1.228, 0.825)
H (-4.031, 2.080, 0.426)
H (-2.638, 2.980, 1.046)
H (-2.999, 3.750, -2.652)
H (-2.920, 4.500, -1.040)
H (-4.269, 3.452, -1.486)
H (-0.313, 1.415, -3.877)
H (-0.021, 2.911, -4.747)
H (-1.570, 2.613, -3.980)
H (1.907, 2.301, -1.781)
H (2.060, 3.979, -2.280)
H (1.986, 2.685, -3.485)
H (-1.285, 4.905, -2.943)
H (0.345, 5.058, -3.574)
H (0.063, 5.250, -1.851)
H (-0.109, 5.910, 2.004)
H (-0.027, 6.741, 4.338)
H (0.178, 5.174, 6.222)
H (0.305, 2.732, 5.830)
H (0.202, -4.022, 4.007)
H (1.951, -4.196, 4.082)
H (1.193, -3.690, 2.577)
H (0.565, -2.595, 6.100)
H (1.424, -1.056, 6.013)
H (2.318, -2.573, 5.962)
H (3.451, -2.320, 3.823)
H (2.620, -1.647, 2.419)
H (2.915, -0.642, 3.858)
O (-1.436, -5.774, -0.299)
C (-1.071, -4.638, -0.202)
C (0.375, -4.169, 0.055)
O (1.337, -4.880, 0.215)
C (0.272, -2.708, 0.116)
C (-1.025, -2.281, -0.080)
O (-1.233, -0.975, -0.017)
C (-1.965, -3.383, -0.252)
O (-3.168, -3.371, -0.343)
O (1.178, -1.813, 0.359)
C (4.522, 1.330, 1.489)
C (5.300, 0.993, 0.389)
C (4.694, 0.484, -0.739)
C (3.310, 0.308, -0.766)
N (2.564, 0.627, 0.315)
C (3.162, 1.128, 1.403)
C (2.562, -0.199, -1.920)
C (3.177, -0.618, -3.098)
C (2.404, -1.092, -4.144)
C (1.022, -1.153, -4.015)
C (0.413, -0.735, -2.836)
C (1.168, -0.236, -1.778)
H (4.953, 1.738, 2.392)
H (6.374, 1.130, 0.414)
H (5.282, 0.222, -1.606)
H (2.509, 1.371, 2.232)
H (4.255, -0.584, -3.211)
H (2.878, -1.412, -5.064)
H (0.391, -1.487, -4.830)
H (-0.670, -0.780, -2.796)
I (-2.327, -0.387, -5.659)

Entry 2:
Here is a structure of composition C40H52BN9O2Os from OMol25. Energies are from the ωB97M-V functional and the def2-TZVPD basis.

Properties
Orbital gap (alpha / beta) ... 4.50 / 4.49 eV
M ... 891.96 Da
Net charge ... +2
HOMO (alpha / beta) ... -12.3864 / -12.3844 eV

Element x y z (Å)
Os (0.006, 0.861, 0.611)
C (2.146, 2.657, 5.231)
C (1.180, 1.834, 4.455)
C (0.210, 0.971, 4.914)
C (-0.460, 0.459, 3.804)
N (0.127, 0.979, 2.690)
N (1.105, 1.836, 3.121)
B (1.954, 2.674, 2.147)
N (0.995, 3.529, 1.307)
N (0.192, 2.906, 0.397)
C (-0.463, 3.867, -0.286)
C (-0.101, 5.106, 0.240)
C (0.829, 4.857, 1.235)
C (1.566, 5.815, 2.098)
C (-1.377, 3.644, -1.470)
C (-1.168, 4.796, -2.467)
C (-1.031, 2.355, -2.213)
C (-2.837, 3.639, -1.005)
N (2.734, 1.701, 1.245)
N (2.032, 0.903, 0.385)
C (2.941, 0.224, -0.361)
C (4.213, 0.573, 0.076)
C (4.047, 1.511, 1.085)
C (5.077, 2.227, 1.879)
C (2.679, -0.580, -1.617)
C (3.434, -1.913, -1.556)
C (3.239, 0.268, -2.777)
C (1.206, -0.860, -1.910)
C (-1.657, -0.459, 4.112)
C (-2.621, 0.339, 5.014)
C (-1.126, -1.685, 4.877)
C (-2.517, -0.988, 2.965)
H (1.986, 2.490, 6.293)
H (2.016, 3.718, 5.028)
H (3.176, 2.394, 4.994)
H (-0.007, 0.757, 5.941)
H (2.717, 3.372, 2.721)
H (-0.439, 6.072, -0.080)
H (1.230, 6.828, 1.890)
H (2.639, 5.765, 1.918)
H (1.390, 5.607, 3.152)
H (-0.136, 4.841, -2.810)
H (-1.423, 5.758, -2.029)
H (-1.813, 4.651, -3.332)
H (-0.007, 2.397, -2.587)
H (-1.689, 2.240, -3.076)
H (-1.172, 1.457, -1.605)
H (-3.080, 4.567, -0.488)
H (-3.029, 2.813, -0.322)
H (-3.503, 3.547, -1.863)
H (5.151, 0.228, -0.316)
H (6.068, 1.884, 1.592)
H (4.946, 2.044, 2.944)
H (5.022, 3.302, 1.714)
H (4.488, -1.769, -1.329)
H (3.371, -2.418, -2.520)
H (3.013, -2.576, -0.800)
H (4.306, 0.440, -2.664)
H (2.746, 1.240, -2.825)
H (3.076, -0.247, -3.723)
H (0.812, -1.694, -1.331)
H (1.098, -1.122, -2.964)
H (0.577, 0.023, -1.757)
H (-2.136, 0.775, 5.880)
H (-3.405, -0.329, 5.372)
H (-3.093, 1.146, 4.453)
H (-0.521, -1.416, 5.739)
H (-0.516, -2.314, 4.226)
H (-1.967, -2.280, 5.232)
H (-2.911, -0.178, 2.356)
H (-3.368, -1.514, 3.395)
H (-1.979, -1.712, 2.361)
C (0.265, -4.297, -7.014)
O (0.048, -5.368, -6.095)
C (-0.747, -5.198, -5.052)
C (-1.418, -3.993, -4.757)
C (-2.233, -3.927, -3.656)
C (-2.396, -5.059, -2.833)
C (-1.769, -6.279, -3.168)
C (-0.930, -6.339, -4.243)
N (-3.221, -5.105, -1.743)
N (-3.709, -4.086, -1.236)
C (-3.247, -2.907, -0.894)
C (-4.146, -1.791, -0.905)
C (-3.747, -0.551, -0.520)
C (-2.411, -0.336, -0.062)
O (-1.995, 0.782, 0.414)
C (-1.524, -1.454, 0.015)
N (-0.332, -1.184, 0.600)
C (0.467, -2.198, 0.943)
C (0.122, -3.517, 0.685)
C (-1.072, -3.802, 0.037)
C (-1.919, -2.758, -0.324)
H (0.967, -4.684, -7.747)
H (0.701, -3.436, -6.504)
H (-0.669, -4.023, -7.506)
H (-1.333, -3.141, -5.413)
H (-2.793, -3.024, -3.460)
H (-1.963, -7.148, -2.556)
H (-0.425, -7.252, -4.521)
H (-5.159, -1.972, -1.234)
H (-4.433, 0.285, -0.527)
H (1.400, -1.933, 1.423)
H (0.787, -4.308, 0.994)
H (-1.355, -4.829, -0.146)